1.
Entry from OMol25: the molecule C31H36N2O7 in a non-equilibrium geometry (wB97M-V/def2-TZVPD).

The HOMO-LUMO gap comes out at 7.653 eV. The calculation puts the relative energy (zero: lowest compared OMol25 entry of this formula, charge and spin) at 5.6 kJ/mol. Its SMILES is COc1cc([C@H]2C(C(=O)c3cc4ccccc4o3)=C(O)C(=O)N2CCN2CCOCC2)ccc1OCCC(C)C. The calculation puts the molar mass at 548.6 g mol⁻¹. The LUMO energy is -0.42 eV.

```
76
Properties=species:S:1:pos:R:3:lowdin_charge:R:1
C 1.58 1.28 2.96 -0.061
H 0.55 0.95 3.10 0.101
O 1.77 1.89 1.70 -0.101
C 1.43 1.19 0.57 -0.176
C 1.00 -0.13 0.61 0.016
C 0.68 -0.83 -0.55 -0.159
C 0.78 -0.19 -1.77 -0.026
C 1.23 1.12 -1.83 0.014
C 1.55 1.83 -0.68 -0.191
O 1.99 3.09 -0.90 -0.042
C 1.96 4.08 0.12 -0.183
C 2.11 5.45 -0.54 -0.144
H 2.50 6.15 0.20 0.114
H 2.84 5.35 -1.34 0.120
C 0.82 6.04 -1.13 -0.430
C -0.19 6.41 -0.04 -0.080
H 0.27 7.07 0.70 0.076
H -1.04 6.92 -0.48 0.076
H -0.56 5.52 0.47 0.071
C 0.17 5.11 -2.16 -0.074
H -0.20 4.21 -1.68 0.076
H 0.90 4.82 -2.91 0.079
H -0.66 5.61 -2.65 0.077
H 1.10 6.96 -1.64 0.130
H 2.79 3.92 0.81 0.127
H 1.03 4.01 0.68 0.123
H 1.32 1.63 -2.77 0.121
H 0.52 -0.71 -2.68 0.120
C 0.17 -2.24 -0.42 -0.168
N 0.44 -3.06 -1.58 0.006
C -0.68 -3.52 -2.16 -0.384
O -0.80 -4.24 -3.13 0.081
C -1.82 -3.00 -1.35 -0.163
C -1.34 -2.27 -0.33 -0.003
C -2.01 -1.66 0.83 -0.267
O -1.42 -1.50 1.89 0.116
C -3.40 -1.24 0.63 -0.153
C -4.08 -0.89 -0.50 0.081
C -5.37 -0.47 -0.09 -0.143
C -6.51 0.00 -0.73 -0.021
C -7.61 0.31 0.04 -0.092
C -7.59 0.17 1.43 -0.081
C -6.47 -0.29 2.09 0.009
C -5.36 -0.60 1.32 -0.200
O -4.17 -1.06 1.74 0.128
H -6.45 -0.40 3.17 0.118
H -8.47 0.42 1.99 0.102
H -8.51 0.67 -0.44 0.100
H -6.53 0.11 -1.81 0.113
H -3.70 -0.91 -1.50 0.127
O -3.05 -3.36 -1.71 0.112
H -2.96 -3.96 -2.48 0.129
C 1.77 -3.38 -2.02 -0.099
H 1.67 -3.95 -2.95 0.131
H 2.32 -2.46 -2.23 0.115
C 2.53 -4.22 -0.98 -0.156
N 2.85 -3.43 0.19 -0.185
C 2.97 -4.21 1.41 -0.163
C 3.13 -3.25 2.59 -0.190
H 3.27 -3.79 3.52 0.127
O 4.27 -2.44 2.44 -0.127
C 4.21 -1.71 1.23 -0.182
C 4.05 -2.62 0.02 -0.152
H 3.95 -2.01 -0.87 0.122
H 4.95 -3.26 -0.08 0.131
H 5.14 -1.14 1.17 0.130
H 3.36 -1.01 1.26 0.104
H 2.23 -2.62 2.66 0.120
H 2.07 -4.80 1.55 0.125
H 3.84 -4.89 1.38 0.131
H 1.89 -5.05 -0.68 0.129
H 3.43 -4.64 -1.46 0.127
H 0.62 -2.70 0.47 0.152
H 0.87 -0.63 1.55 0.098
H 2.26 0.43 3.09 0.091
H 1.82 2.05 3.69 0.098
```

2.
Entry from OMol25: a structure of composition C31H36N2P2SV in a non-equilibrium geometry (wB97M-V/def2-TZVPD).

The net charge is +1. The HOMO-LUMO gap (alpha / beta) comes out at 6.904 / 6.856 eV. The calculation puts the relative energy (zero: lowest compared OMol25 entry of this formula, charge and spin) at 88.7 kJ/mol. The calculation puts the molar mass at 581.6 g mol⁻¹. The LUMO energy (alpha / beta) is -2.74 / -2.74 eV. The expectation value of S² is 2.02. As for the spin multiplicity: 3.

```
73
Properties=species:S:1:pos:R:3:mulliken_spin:R:1
C -1.40 3.51 -3.68 0.003
C -1.17 2.16 -3.44 0.003
C 0.08 1.58 -3.83 0.000
C 1.16 2.45 -4.21 -0.003
C 0.88 3.83 -4.40 -0.002
C -0.38 4.34 -4.17 0.000
C 2.43 1.89 -4.32 0.005
C 2.65 0.53 -4.10 -0.003
C 1.51 -0.28 -3.77 0.003
C 1.72 -1.63 -3.35 0.005
C 2.99 -2.18 -3.39 0.003
C 4.09 -1.42 -3.81 0.000
C 3.93 -0.09 -4.14 -0.003
H -2.38 3.92 -3.46 0.000
H 1.69 4.47 -4.74 0.000
H -0.59 5.39 -4.34 0.000
H 3.27 2.53 -4.56 0.000
H 3.14 -3.22 -3.07 0.000
H 5.07 -1.89 -3.86 0.000
H 4.77 0.52 -4.46 0.000
N 0.28 0.25 -3.73 0.012
V -0.18 -0.08 0.00 2.054
C -2.17 1.28 -2.74 0.012
H -2.05 0.25 -3.09 -0.009
H -3.20 1.66 -2.88 0.000
C 0.53 -2.41 -2.86 -0.001
H -0.37 -2.10 -3.39 -0.004
H 0.70 -3.49 -2.97 -0.001
P -1.88 1.14 -0.89 -0.062
P 0.18 -2.04 -1.10 -0.063
C 1.50 -2.96 -0.23 0.042
H 1.33 -2.93 0.86 -0.006
H 1.52 -4.00 -0.58 0.000
H 2.46 -2.47 -0.45 -0.001
C -1.32 -3.05 -0.81 0.022
H -1.07 -4.08 -1.10 0.001
H -1.61 -3.01 0.25 -0.003
H -2.14 -2.68 -1.43 -0.006
C -2.38 2.83 -0.41 0.009
H -3.34 3.12 -0.88 -0.001
H -2.46 2.86 0.69 -0.002
H -1.57 3.49 -0.72 0.001
C -3.44 0.22 -0.52 0.031
H -3.52 0.11 0.57 -0.009
H -4.28 0.81 -0.91 0.003
H -3.42 -0.77 -0.98 0.002
H 0.89 0.97 -0.61 -0.100
H -0.19 1.47 0.23 -0.029
N -0.64 -0.78 1.80 0.039
S -1.45 -0.34 3.22 0.036
C -0.79 -1.71 4.16 0.011
C -1.71 -2.39 4.98 -0.006
C -1.28 -3.48 5.73 0.001
C 0.04 -3.95 5.64 0.000
C 0.92 -3.33 4.75 0.002
C 0.51 -2.21 4.01 -0.004
C -0.54 1.04 3.88 0.025
C -0.73 2.31 3.28 -0.009
C 0.03 3.39 3.72 0.004
C 0.97 3.25 4.75 0.001
C 1.18 1.98 5.29 0.000
C 0.43 0.88 4.87 -0.001
H -0.61 -1.80 1.92 0.013
H -2.75 -2.06 4.99 -0.002
H -1.98 -3.99 6.40 0.000
H 0.37 -4.79 6.26 0.000
H 1.94 -3.73 4.64 0.000
H 1.20 -1.76 3.30 -0.001
H -1.43 2.42 2.46 -0.013
H -0.10 4.38 3.27 0.000
H 1.56 4.11 5.10 0.000
H 1.96 1.83 6.05 0.000
H 0.62 -0.09 5.31 0.001
```